# 1
Entry from OMol25: 16 unconnected molecules or ions with the total composition C40H122N10O16 in a non-equilibrium geometry (ωB97M-V with the def2-TZVPD basis set).

```
188
C40H122N10O16 (ωB97M-V with the def2-TZVPD basis set)
H -2.7023 3.3625 -2.6360
C -0.7114 -5.6177 -4.3087
H 0.1236 5.8680 -3.6930
C 2.6067 -6.6306 0.9291
N 0.8317 -0.7748 5.2943
O -3.5099 0.4067 0.1639
H -1.6375 -5.1129 -4.5835
H 0.7636 5.0952 1.4768
H 1.2545 1.1157 -1.0283
H -3.2879 2.5938 1.6191
H 2.3530 1.3867 3.9331
C -7.7343 4.2598 -3.4344
H -0.0764 1.5836 -2.0120
H 3.6990 3.3803 -2.9328
C 1.2936 4.1489 1.3687
H 2.2577 4.1056 -4.8618
H 1.2094 -1.3815 3.2564
C 1.1515 8.0190 -0.8247
H -1.3507 6.6686 -1.1366
H -4.0939 2.9675 3.0185
O 0.7254 6.7660 -1.3041
H -0.7568 -0.5360 1.1114
H 2.8535 -2.3864 4.7693
H -6.3257 3.0280 -1.6477
H 4.1817 6.7088 -1.2376
H 0.0900 -5.0187 -4.7412
H 2.7995 1.9841 -2.8276
H -4.4710 1.6357 -4.6028
H -3.1604 3.9437 4.9528
N 1.9543 1.9922 -5.2519
H -4.9355 -1.0953 -4.2057
H 1.4771 -3.1310 6.9945
C 0.9305 -4.0663 7.1154
H -5.9036 1.6177 -2.5810
H -0.7810 7.6852 -2.4036
H 1.3549 -8.4806 0.9423
H -1.9791 4.9582 -4.2664
N -1.6919 -0.4535 -1.6267
H 3.2835 -5.0667 -0.4127
H 0.3527 -3.8488 -2.5561
C 0.2985 -4.5728 5.8158
H 6.6400 3.4362 -4.9413
H -1.3805 4.1794 5.0712
H 5.3591 5.5013 -1.2037
H -2.1907 -3.9134 -2.6780
H -1.6726 -0.5377 -4.7970
C -0.5464 -5.6462 -2.8033
H 0.9100 -0.9902 0.6883
C 1.3484 -7.4743 1.3610
H 2.1149 7.8900 -0.3316
H 2.7708 -2.4969 -0.9089
H 3.6445 -1.4725 3.4712
H -2.8122 5.8653 -2.9741
H 2.7744 -5.9170 1.7359
H 0.6237 -5.6143 4.1037
H 3.0869 3.1580 1.6081
C 2.7175 3.1248 -4.7399
H -2.0502 6.7438 -4.3167
C -0.2181 -6.9750 -6.3478
H -2.6882 -1.4399 2.5379
H 0.3149 4.6286 -1.8220
H 2.0578 1.2202 -4.6090
H -7.1154 5.0136 -2.9479
H -1.2624 -3.4742 5.9030
H -1.3181 3.0089 2.6171
H 3.2444 6.1297 1.1090
H 4.0611 5.4803 -2.4105
O 3.4451 4.9311 -0.4904
H 2.5595 -6.3270 -1.2955
H 3.8912 -7.8490 1.7189
H 5.3022 -1.7755 5.1631
O -0.3558 -2.4848 0.2838
N -0.5615 -3.6414 5.1952
H -2.5615 -6.1553 -1.9353
C 0.1648 1.1250 -1.0530
H -1.1706 4.3484 -1.6099
C -0.0363 -3.1728 1.4550
N -3.5773 2.9497 -2.3463
C -4.3438 2.7183 -4.5972
H -1.1678 -2.7522 9.3462
H 6.6827 5.0338 -4.3557
H 3.9238 4.6152 3.2753
N 2.9254 4.5948 3.1245
H 0.4103 -7.0500 1.0031
C -2.2330 4.0871 4.3983
H -4.8723 4.3536 -3.1952
C -0.6873 5.7183 -2.9802
O -0.7654 2.7693 -4.8471
H -0.0584 -2.7720 5.0901
C -1.5414 -6.5394 -1.9287
O -2.3986 0.5904 2.8202
H -0.7501 -2.8679 2.2202
H 0.8605 3.4414 2.0758
H -0.2104 1.7160 -0.2175
O -7.0551 3.0038 -3.5954
H -1.6857 -0.1040 -2.5743
H 4.5787 2.3036 -5.1292
C -0.8354 -2.8660 8.3144
H 1.6363 -5.1099 -0.3411
H -0.5382 -7.9520 -6.7101
H -3.3563 1.4778 4.4103
H 5.4426 -0.5947 6.5412
C 1.6334 -0.7210 4.0127
H 6.3124 4.8358 -6.0643
C -0.3778 -0.3792 -0.9884
C 2.4799 -5.8000 -0.3446
H 4.2913 -1.9385 6.6668
H -1.7157 -3.0954 7.7141
H -1.2875 1.9919 -4.6487
H 0.5015 8.3581 -0.0180
N -3.3155 3.2071 2.4212
O -4.4507 -1.0910 -3.3804
C 4.2874 5.6303 -1.3549
H -0.2655 -8.9363 2.7460
H 1.4034 -0.4968 6.0791
C -4.6909 3.2789 -3.1835
C 2.9969 -1.3930 4.3444
H -3.6981 -0.7080 3.8003
H 2.6028 3.7905 3.6434
C 1.5782 0.7223 3.5506
H -8.0670 4.5861 -4.4198
H -0.4271 -1.9176 7.9650
O -2.9952 -3.4562 -2.9230
H -5.0003 3.0472 -5.4027
H 3.4726 -8.1940 0.2045
O 2.1759 -2.6371 -1.6456
C -2.4311 1.5622 3.8403
H 0.5795 1.1460 3.6562
C -2.7214 -0.6787 3.3174
H 0.1428 -0.0362 5.2882
H -0.6934 -6.1896 -6.9355
C -6.0209 2.6997 -2.6414
H 3.9684 3.3314 -6.4584
H -0.3553 -5.3823 6.1404
H 0.2970 -0.9630 -1.6145
H -3.0762 0.3495 1.0153
C 6.1583 4.4048 -5.0750
O 0.0537 -3.9642 8.2567
H 0.4102 -6.0208 -2.4391
C 2.8211 4.2096 1.7156
H -4.0489 -1.9586 -3.3336
C 1.2454 -5.2080 4.9015
H 1.3439 -2.2621 -1.3568
H 1.8292 0.6439 2.4928
H -3.5076 1.9640 -2.1373
C -0.1361 -1.0710 0.3927
H -0.5863 -7.4382 3.4951
H -8.5289 4.0201 -2.7278
H -3.6137 -4.1553 -3.1347
N 3.7840 -7.4410 0.8012
H -0.1707 -4.2482 1.3388
C -2.1673 2.9547 3.2983
O 4.7601 4.3107 -4.7325
H -2.0319 -1.0178 4.0905
H -3.2756 2.6849 -4.8110
H 4.7246 5.1352 1.1477
H 1.6323 -4.7849 7.5388
O -0.6341 -6.8769 -4.9559
H -0.7445 3.2604 -4.0258
C 2.7249 2.9935 -3.2322
H 1.0170 -3.1193 1.7303
O 1.4001 -7.6501 2.7748
C 4.0785 3.2396 -5.3779
H 1.9943 -4.4801 4.5895
H -1.6702 -7.5979 -2.1550
H -1.9485 -1.4258 -1.7206
H -0.5369 -4.3437 -1.2603
C -1.9728 5.8702 -3.6694
H 1.8824 3.4774 -2.7380
H -2.9136 -0.0758 -4.0631
H -1.6997 1.2959 4.6034
H 0.5827 -8.7169 4.2182
O -2.0167 0.1851 -4.2721
N -0.4767 -4.3483 -2.2685
H 1.0019 2.2920 -5.1000
H -1.1119 -6.5432 -0.9269
O 3.6125 -0.6654 5.3996
H 1.2806 8.7156 -1.6531
C 4.7901 -1.2595 5.9753
N -0.5135 4.4469 -2.3705
H -2.2881 5.0468 3.8846
H 0.8658 -6.8705 -6.3954
C 3.6743 5.1602 0.8572
C 0.2116 -8.1671 3.3532
H 1.0855 3.7537 0.3744
H 1.7276 -6.0168 5.4505
H -2.8486 0.1125 -0.4625
C -0.5951 6.7262 -1.9202
```

The value obtained for the HOMO energy is -8.2 eV. The calculation puts the total energy at -3348.29263 Ha. The calculation puts the LUMO energy at 0.00775 Eh. The value obtained for the gap between HOMO and LUMO is 0.3102 Ha. As for the relative energy (zero: lowest compared OMol25 entry of this formula, charge and spin): 122.9 kcal per mole.

These are the Mulliken partial charges, in e, on atoms 1 to 5: 0.111 -0.528 0.178 0.716 -0.640

---

# 2
Entry from OMol25: 2 unconnected molecules or ions with the total composition C4H11NO in a non-equilibrium geometry (ωB97M-V with the def2-TZVPD basis set).

```
17
C4H11NO (ωB97M-V with the def2-TZVPD basis set)
H 1.5651 -0.4249 0.6395
H -1.0312 3.4007 -0.5658
H -1.9376 0.5471 -2.3134
C -0.6126 1.3947 -0.9301
H -0.0936 -1.5427 1.8043
H -2.5096 2.5837 -1.0527
C 0.7882 -2.1661 1.6496
N -0.9866 0.6066 -1.9618
H -0.3697 -0.0425 -2.3729
C -1.5742 2.4692 -0.5200
H 1.8591 -1.8693 -0.2810
C 1.8018 -1.4817 0.7360
H 0.3863 -3.1002 1.2449
O 0.4806 1.2785 -0.3911
H 2.8061 -1.5167 1.1576
H -1.7854 2.3167 0.5451
H 1.2134 -2.4530 2.6120
```

The value obtained for the HOMO energy (alpha / beta) is 2.0 / -6.7 eV. The calculation puts the total energy at -288.93291 Ha. The calculation puts the LUMO energy (alpha / beta) at 0.12542 / 0.12814 Eh. As for the net charge: -1. The value obtained for the gap between HOMO and LUMO (alpha / beta) is 0.0502 / 0.3743 Ha. As for the spin multiplicity: 2. Its expectation value of S² is 0.750. As for the relative energy (zero: lowest compared OMol25 entry of this formula, charge and spin): 5.7 kcal per mole.

These are the Mulliken partial charges, in e, on atoms 1 to 5: 0.129 0.248 0.246 0.582 0.760

---

# 3
Entry from OMol25: 10 unconnected molecules or ions with the total composition C20H62N18O12 in a non-equilibrium geometry (ωB97M-V with the def2-TZVPD basis set).

```
112
C20H62N18O12 (ωB97M-V with the def2-TZVPD basis set)
H 2.7880 -6.3122 0.8114
C -0.2439 -1.9390 -2.7236
H -2.4502 0.0226 -5.1779
C -1.2779 1.5403 -3.7607
H 3.7455 -1.4283 -1.5201
O 3.6104 0.8243 -2.9139
H 0.6098 2.9208 -0.6715
N 4.0692 0.0825 -0.8749
N -3.5997 -1.0135 -2.0346
N -5.2061 -1.7863 -3.1281
H 1.3883 1.5889 -3.1146
H -1.4332 3.7821 -0.0231
H 1.5429 3.2097 2.2950
H -3.1104 4.8786 0.2918
H 1.4853 5.6473 4.7124
H -4.1821 0.6722 -4.6546
H 0.5182 5.1180 2.7459
H -1.0037 -4.5337 0.6618
H 3.4463 -2.7637 -2.7716
N 1.2540 0.8846 3.1030
H 6.3156 0.3648 -1.4843
H 5.1256 3.1555 -0.7622
H -3.1586 -0.7539 -1.1808
N -0.0651 -0.8564 0.3690
H -2.7698 -2.0704 4.2611
H -4.5918 -1.8492 -3.9380
O 2.5172 -2.2684 0.3189
H 1.0729 -1.1078 -3.9554
H 1.5602 4.5488 6.0437
H -5.8305 -0.5878 2.8256
N -3.3762 4.4069 1.1919
H -0.3159 0.5068 -2.0450
H 0.8677 -4.5663 2.9638
C -1.1455 -0.1569 0.6776
H 2.8689 -4.9468 1.8393
H -1.3164 2.1216 0.7469
H -0.2122 0.7516 2.2724
O -2.6185 1.0372 -3.6290
C 1.3110 2.4402 -1.3192
C 1.8959 1.1036 2.0282
N -1.0650 0.7042 1.6237
H -1.9667 1.0990 1.9219
N 3.3363 -2.3660 -1.7775
H 1.1783 -3.5295 1.8201
C -0.8486 -4.2773 1.6815
O -1.2514 -1.6285 -3.3048
N -1.2351 -2.9957 2.1963
C 0.6414 -4.4179 1.9666
N -0.2493 -2.7204 -1.7270
C 0.6124 3.9033 4.4388
C 4.4013 0.5591 -2.0282
O -2.7554 2.7901 2.5652
H 1.6698 -4.3460 -0.1630
N 0.9384 -1.6429 -3.1214
H -3.1196 -1.0658 -2.8936
C -0.5646 1.5304 -2.4309
O 2.3839 0.2243 1.3727
H 2.2455 4.4025 -1.6466
H -6.0852 -2.2277 -3.2605
N 5.6608 0.6153 -2.2255
H 6.0675 0.9862 -3.1140
H -0.8874 -2.1718 1.7291
C 2.6896 -2.8393 -0.7789
N 1.9453 2.3774 1.7410
H 0.9056 1.5547 3.8269
H 4.7433 4.8251 -0.8602
C 2.2929 -5.8059 1.5763
H -2.5619 -0.7721 2.9629
C 2.5347 3.4248 -1.4003
C -2.6922 -2.8671 2.2947
N 1.3574 4.7513 5.0511
H -1.3791 2.5154 -4.1453
C 4.6043 4.0094 -0.1974
H 2.4847 2.7287 0.9679
H 1.7422 -1.9697 -2.6256
O 1.1363 -5.5067 1.2489
H -0.1213 3.5754 2.5517
H -5.6573 -1.8164 1.6345
H 3.0626 0.0668 -0.6174
H 1.9815 -4.5452 -1.8417
H 2.2236 -6.5313 2.4438
N 0.7312 2.2225 -2.6210
H -0.2474 -1.4011 -0.4656
H 4.8522 4.2154 0.8317
H -3.7715 5.0384 1.9744
H 1.3545 -0.1035 3.4037
H -3.0033 1.6906 -5.4593
O -4.4256 -1.7954 3.2728
C -2.6220 3.3758 1.5475
C -3.1181 0.8890 -4.7471
H -1.1449 -3.1737 -1.3802
H -2.9396 -2.7094 1.2406
O 3.2546 3.5098 -0.1432
O -5.5999 -1.2847 -1.0126
H -3.0841 -3.8197 2.5120
N -1.7726 3.0640 0.6724
H 0.8635 -0.6817 0.7415
C -5.0710 -1.1661 2.3038
C -3.0477 -1.7732 3.2318
O 0.3354 2.8228 4.8631
H 4.7676 -0.1199 -0.1374
H -1.1112 2.2197 -1.7992
H 1.5541 1.5338 -0.8514
H 3.3213 3.1124 -2.0933
O -2.1892 -0.1814 0.0508
N 2.0570 -3.9504 -1.0010
N 0.4166 4.1779 3.1548
H -4.5977 -0.4626 1.6415
H -0.7340 0.9147 -4.4660
H 0.6817 -3.0780 -1.4787
C -4.8458 -1.2734 -1.9742
H -1.3487 -5.0814 2.2552
```

The value obtained for the HOMO energy is -7.8 eV. The calculation puts the total energy at -2687.63735 Ha. The calculation puts the LUMO energy at -0.00415 Eh. The value obtained for the gap between HOMO and LUMO is 0.2808 Ha. As for the relative energy (zero: lowest compared OMol25 entry of this formula, charge and spin): 231.9 kcal per mole.

These are the Mulliken partial charges, in e, on atoms 1 to 5: 0.338 -0.035 0.229 -1.446 0.398